[1]
A molecular structure, C22H37Cl4GeO2SiTb. Source: the Open Molecules 2025 dataset; level of theory: ωB97M-V/def2-TZVPD.

- molar mass (g/mol) = 734.97
- Kohn-Sham gap (spin up / spin down) (eV) = 6.08 / 4.34
- energy above the lowest of the compared OMol25 structures with the same formula, charge and spin (kcal/mol) = 0.00

Structure (ORCA input):
```
! RIJCOSX wB97M-V def2-TZVPD def2/J DEFGRID3
* xyz -2 7
Tb -0.282 -1.524 0.120
Cl 4.415 -1.956 5.343
C 3.705 -2.006 3.760
C 4.503 -2.102 2.638
Cl 6.229 -2.163 2.801
C 3.906 -2.156 1.369
Cl 4.909 -2.282 -0.048
C 2.524 -2.111 1.174
O 1.963 -2.169 0.004
C 1.690 -1.945 2.354
O 0.402 -1.794 2.206
C 2.312 -1.938 3.601
Cl 1.290 -1.779 5.002
C -2.295 -4.786 -2.296
Ge -3.007 -4.035 -0.578
C -4.988 -4.465 -0.714
C -2.451 -5.526 0.699
C -2.594 -2.172 -0.496
H -2.648 -5.806 -2.474
H -1.201 -4.808 -2.274
H -2.592 -4.167 -3.145
H -5.144 -5.539 -0.839
H -5.439 -3.948 -1.564
H -5.521 -4.148 0.187
H -2.812 -6.496 0.350
H -2.839 -5.353 1.706
H -1.361 -5.562 0.764
H -3.194 -1.766 0.346
C -1.626 3.883 -0.467
C -1.578 2.366 -0.693
C -2.612 1.713 0.238
C -2.066 2.067 -2.116
Si 0.188 1.441 -0.416
C 1.005 2.304 1.199
C 2.262 1.520 1.595
C 0.016 2.148 2.362
C 1.390 3.783 1.097
C 1.336 1.991 -1.970
C 2.811 1.741 -1.637
C 0.997 1.046 -3.134
C 1.203 3.439 -2.452
H -2.578 4.293 -0.837
H -0.813 4.397 -0.983
H -1.565 4.121 0.598
H -3.606 2.147 0.053
H -2.378 1.864 1.292
H -2.679 0.637 0.054
H -3.110 2.394 -2.229
H -2.029 0.993 -2.321
H -1.478 2.588 -2.873
H 2.052 0.456 1.670
H 2.622 1.852 2.579
H 3.081 1.644 0.887
H -0.319 1.111 2.467
H -0.862 2.785 2.230
H 0.495 2.436 3.307
H 2.147 3.940 0.324
H 1.816 4.126 2.052
H 0.529 4.415 0.868
H 2.961 0.734 -1.236
H 3.192 2.465 -0.914
H 3.421 1.834 -2.547
H 1.144 0.005 -2.834
H 1.657 1.248 -3.991
H -0.035 1.154 -3.470
H 1.402 4.144 -1.642
H 0.206 3.640 -2.846
H 1.924 3.639 -3.260
*
```

[2]
2 unconnected molecules or ions with the total composition C22H37FN3O6P. Source: the Open Molecules 2025 dataset; level of theory: ωB97M-V/def2-TZVPD.

- molar mass (g/mol) = 489.52
- Kohn-Sham gap (eV) = 7.89
- SMILES string = CCOCCOCc1c(C)c([PH2]=N)c(CCF)c2c1C(=O)NC2=O.COCCNCCOC

Structure (ORCA input):
```
! RIJCOSX wB97M-V def2-TZVPD def2/J DEFGRID3
* xyz 0 1
C -3.815 2.631 -3.162
C -3.665 4.124 -3.527
O -2.628 4.808 -2.847
C -1.348 4.222 -2.975
C -0.974 3.802 -4.396
O 0.405 3.818 -4.673
C 1.209 3.066 -3.771
C 0.678 1.688 -3.426
C 0.580 1.311 -2.100
C 1.024 2.225 -0.988
C 0.060 0.062 -1.796
P -0.134 -0.566 -0.085
N 0.960 -1.640 0.276
C -0.363 -0.790 -2.810
C -0.978 -2.163 -2.560
C 0.125 -3.204 -2.312
F -0.263 -4.149 -1.407
C -0.237 -0.387 -4.095
C 0.281 0.846 -4.396
C 0.310 1.014 -5.908
O 0.858 1.844 -6.591
N -0.449 -0.106 -6.409
C -0.620 -1.088 -5.386
O -1.005 -2.220 -5.573
H -4.849 2.401 -2.920
H -3.586 2.035 -4.045
H -3.181 2.326 -2.336
H -4.584 4.614 -3.211
H -3.626 4.278 -4.606
H -1.283 3.360 -2.301
H -0.627 4.943 -2.592
H -1.448 2.848 -4.645
H -1.425 4.528 -5.072
H 2.165 2.923 -4.276
H 1.416 3.682 -2.901
H 0.710 3.241 -1.202
H 2.115 2.265 -0.971
H 0.687 1.918 -0.013
H -1.456 -1.050 -0.026
H -0.060 0.472 0.863
H 1.462 -1.315 1.094
H -1.576 -2.400 -3.432
H -1.670 -2.098 -1.725
H 1.007 -2.691 -1.942
H 0.379 -3.659 -3.270
H -1.348 0.309 -6.650
C 1.304 -0.114 7.679
O 2.338 -0.629 6.863
C 2.814 -1.909 7.269
C 2.424 -2.978 6.268
N 0.989 -3.234 6.297
C 0.504 -4.063 5.194
C 0.641 -3.523 3.773
O -0.171 -2.397 3.495
C 0.368 -1.149 3.873
H 1.138 0.922 7.387
H 0.367 -0.663 7.539
H 1.583 -0.137 8.736
H 2.472 -2.165 8.275
H 3.905 -1.845 7.294
H 2.957 -3.903 6.506
H 2.757 -2.639 5.278
H 0.499 -2.350 6.273
H -0.560 -4.237 5.378
H 0.995 -5.039 5.249
H 0.293 -4.307 3.096
H 1.683 -3.325 3.495
H 1.459 -1.124 3.798
H 0.055 -0.880 4.886
H -0.043 -0.394 3.198
*
```

[3]
A molecular structure, C22H37N3O2PdSi4. Source: the Open Molecules 2025 dataset; level of theory: ωB97M-V/def2-TZVPD.

- molar mass (g/mol) = 594.32
- Kohn-Sham gap (eV) = 7.02

Structure (ORCA input):
```
! RIJCOSX wB97M-V def2-TZVPD def2/J DEFGRID3
* xyz 0 1
Pd 1.207 0.421 -0.293
O 1.026 -3.072 2.690
C 2.204 -2.807 3.282
C 2.576 -3.625 4.351
C 3.769 -3.417 5.006
C 4.624 -2.387 4.613
C 4.263 -1.579 3.558
C 3.054 -1.768 2.873
C 2.698 -0.881 1.750
O 1.542 -1.040 1.191
N 3.606 0.026 1.390
N 3.134 0.751 0.365
C 3.779 1.697 -0.207
C 3.084 2.348 -1.323
C 3.685 3.368 -2.046
C 3.025 3.917 -3.133
C 1.782 3.419 -3.480
C 1.231 2.409 -2.707
N 1.840 1.891 -1.645
H 0.892 -2.401 1.988
H 1.898 -4.417 4.642
H 4.040 -4.059 5.835
H 5.560 -2.223 5.129
H 4.907 -0.776 3.232
H 4.786 1.982 0.080
H 4.667 3.712 -1.754
H 3.482 4.713 -3.705
H 1.233 3.798 -4.330
H 0.266 1.997 -2.944
C -1.343 -0.578 2.869
Si -1.806 0.650 1.525
C -3.681 0.856 1.599
C -1.026 2.314 1.957
Si -1.086 0.021 -0.644
Si -2.247 1.406 -2.161
C -1.763 0.992 -3.958
C -1.865 3.222 -1.770
C -4.122 1.224 -2.119
Si -1.564 -2.212 -1.183
C -3.416 -2.523 -1.014
C -1.062 -2.548 -2.968
C -0.652 -3.422 -0.080
H -1.705 -0.202 3.830
H -0.264 -0.715 2.946
H -1.795 -1.558 2.703
H -3.998 1.089 2.619
H -4.191 -0.059 1.290
H -4.025 1.667 0.954
H -1.174 2.548 3.015
H -1.465 3.121 1.367
H 0.050 2.308 1.763
H -0.854 0.392 -4.034
H -1.632 1.893 -4.563
H -2.564 0.410 -4.419
H -0.924 3.343 -1.231
H -2.655 3.632 -1.136
H -1.821 3.835 -2.674
H -4.435 0.215 -2.388
H -4.566 1.912 -2.845
H -4.542 1.454 -1.140
H -3.992 -1.863 -1.664
H -3.750 -2.354 0.012
H -3.664 -3.554 -1.280
H -1.701 -2.002 -3.666
H -1.147 -3.613 -3.199
H -0.029 -2.246 -3.153
H -0.934 -3.311 0.969
H 0.429 -3.291 -0.157
H -0.883 -4.448 -0.380
*
```

[4]
A single C22H37N3O3 molecule. Source: the Open Molecules 2025 dataset; level of theory: ωB97M-V/def2-TZVPD.

- molar mass (g/mol) = 391.56
- Kohn-Sham gap (eV) = 9.92
- SMILES string = CCC(CC)(CC)C(=O)N1C[C@H]2ON=C(CNC(=O)C3CCCCCC3)[C@@H]2C1
- energy above the lowest of the compared OMol25 structures with the same formula, charge and spin (kcal/mol) = 40.86

Structure (ORCA input):
```
! RIJCOSX wB97M-V def2-TZVPD def2/J DEFGRID3
* xyz 0 1
C -1.923 2.051 -1.538
C -0.608 1.990 -0.764
C 0.584 1.450 -1.580
C 0.244 0.070 -2.179
C -0.253 -0.979 -1.191
C 0.922 2.408 -2.754
C 2.343 2.281 -3.295
C 1.834 1.268 -0.692
O 2.488 0.236 -0.736
N 2.244 2.257 0.157
C 3.490 1.987 0.922
C 3.589 3.294 1.669
O 4.790 3.849 2.185
N 4.539 5.245 2.190
C 3.572 5.516 1.396
C 3.152 6.939 1.189
N 3.254 7.326 -0.208
C 2.284 6.979 -1.099
O 1.228 6.488 -0.735
C 2.619 7.181 -2.565
C 2.945 5.791 -3.138
C 3.575 5.835 -4.531
C 2.579 5.823 -5.693
C 1.320 6.670 -5.483
C 1.546 8.009 -4.775
C 1.463 7.909 -3.252
C 3.165 4.291 0.631
C 1.849 3.691 0.190
H -2.698 2.507 -0.922
H -1.828 2.654 -2.442
H -2.275 1.061 -1.830
H -0.386 2.996 -0.410
H -0.738 1.374 0.129
H -0.514 0.228 -2.951
H 1.131 -0.312 -2.684
H -0.420 -1.927 -1.705
H 0.480 -1.154 -0.405
H -1.198 -0.691 -0.728
H 0.215 2.197 -3.560
H 0.729 3.444 -2.462
H 2.470 2.891 -4.190
H 3.083 2.611 -2.561
H 2.581 1.249 -3.553
H 3.368 1.106 1.545
H 4.335 1.823 0.249
H 2.848 3.302 2.482
H 2.112 7.065 1.487
H 3.777 7.588 1.798
H 4.151 7.613 -0.561
H 3.525 7.793 -2.644
H 3.641 5.298 -2.451
H 2.036 5.184 -3.138
H 4.207 6.726 -4.596
H 4.252 4.986 -4.650
H 3.099 6.163 -6.593
H 2.272 4.793 -5.894
H 0.859 6.841 -6.458
H 0.585 6.101 -4.905
H 2.502 8.448 -5.083
H 0.776 8.713 -5.097
H 0.537 7.395 -2.982
H 1.394 8.913 -2.824
H 3.863 4.215 -0.218
H 1.519 4.044 -0.778
H 1.057 3.875 0.920
*
```

F_max
In order: 0.0278 0.0517 0.0083 0.0016
Unit: Eh/bohr
E
In order: -164426.4463 -52171.6064 -66972.9897 -34026.8643
Unit: eV